1.
{
  "formula": "C20H18MnN2O6S4Se",
  "method": "ωB97M-V with the def2-TZVPD basis set",
  "e_above_lowest_ev": 1.225,
  "homo_ev": [-8.6, -8.7],
  "fmax_ev_per_a": 3.18,
  "spin_multiplicity": 4,
  "total_energy_ev": -176299.43671,
  "total_charge": 0,
  "s_squared": 4.09,
  "gap_ev": [6.11, 7.59],
  "symbols": ["Mn", "S", "C", "S", "C", "C", "N", "C", "N", "O", "S", "C", "C", "C", "C", "S", "O", "C", "C", "C", "C", "C", "C", "C", "C", "C", "C", "C", "C", "H", "H", "H", "H", "H", "H", "H", "H", "H", "H", "H", "H", "H", "H", "H", "H", "H", "H", "O", "Se", "O", "O", "O"],
  "positions_angstrom": [[-1.6239, -1.0564, -0.8069], [-1.9353, -3.3009, -0.4164], [-2.4378, -2.8510, 1.1766], [-2.4948, -1.1290, 1.3331], [-2.7327, -3.7248, 2.1942], [-2.8404, -5.1084, 1.9558], [-2.9885, -6.2334, 1.7848], [-2.9187, -3.2798, 3.5164], [-3.0074, -2.9469, 4.6120], [-1.2174, 0.7912, -0.8280], [-1.1130, 2.1429, -1.4845], [0.3007, 2.7290, -0.4068], [1.4315, 1.7074, -0.4889], [2.0248, 1.2858, 0.8596], [2.6536, -0.0960, 0.7542], [1.4828, -1.5461, 0.8572], [0.2840, -1.1909, 0.0188], [1.0360, -1.2885, 2.6013], [0.0521, -0.4002, 3.0028], [-0.2100, -0.2472, 4.3555], [0.5049, -0.9730, 5.2919], [1.4815, -1.8683, 4.8829], [1.7501, -2.0284, 3.5346], [-0.1011, 2.1695, -2.9806], [0.6522, 1.1367, -3.5068], [1.3618, 1.3514, -4.6801], [1.3132, 2.5808, -5.3143], [0.5342, 3.6013, -4.7938], [-0.1775, 3.3928, -3.6274], [-0.1229, 2.7808, 0.5961], [0.5878, 3.7240, -0.7352], [2.2258, 2.0700, -1.1450], [1.0212, 0.8004, -0.9342], [1.2461, 1.2745, 1.6216], [2.7847, 2.0022, 1.1800], [3.3526, -0.2897, 1.5635], [3.1789, -0.2068, -0.1925], [-0.5278, 0.1393, 2.2672], [-0.9768, 0.4424, 4.6696], [0.2988, -0.8451, 6.3428], [2.0293, -2.4459, 5.6108], [2.5089, -2.7208, 3.2028], [0.6745, 0.1635, -3.0404], [1.9444, 0.5497, -5.1068], [1.8731, 2.7425, -6.2229], [0.4698, 4.5525, -5.3008], [-0.8059, 4.1683, -3.2129], [-3.3251, -1.1261, -4.2263], [-2.6097, -0.4791, -3.0123], [-3.2934, -0.8078, -1.5457], [-1.1641, -1.2054, -2.6257], [-2.4351, 1.0970, -3.1508]],
  "atomic_forces_ev_per_a": [[0.8, -1.4, 2.6], [-0.2, 0.0, 0.1], [-0.2, -0.2, 0.6], [-0.3, -0.3, -0.3], [0.3, 0.6, -0.9], [-0.1, -0.4, -0.1], [0.1, -0.4, -0.1], [0.0, 0.2, 0.4], [-0.1, 0.2, 0.3], [0.1, 0.3, 0.5], [1.4, 1.4, 0.3], [-0.4, -0.2, -0.3], [0.1, -0.1, 0.1], [-0.2, 0.0, -0.2], [-0.3, -0.3, -0.1], [0.2, 0.8, 0.9], [-0.1, 0.2, -0.4], [0.2, -0.2, -0.4], [0.0, 0.1, -0.2], [0.0, 0.0, -0.1], [0.0, 0.0, 0.0], [0.0, 0.1, 0.0], [0.0, 0.0, -0.2], [-0.2, 0.1, -0.1], [0.1, -0.2, 0.1], [-0.1, 0.0, 0.1], [0.0, 0.1, -0.1], [0.1, 0.0, 0.0], [-0.1, 0.0, 0.2], [-0.1, 0.1, 0.0], [-0.1, 0.1, 0.0], [-0.1, 0.0, 0.0], [0.2, 0.1, 0.0], [0.1, 0.1, 0.1], [0.0, -0.1, 0.1], [0.1, -0.2, 0.1], [0.1, -0.1, -0.1], [0.2, 0.0, 0.1], [-0.1, 0.0, 0.1], [-0.1, 0.0, 0.1], [0.1, -0.1, 0.1], [0.1, -0.2, 0.0], [-0.1, 0.0, 0.0], [0.1, -0.1, 0.0], [0.0, 0.0, -0.1], [0.0, 0.1, 0.0], [-0.1, 0.2, -0.1], [-1.1, -1.3, -1.5], [-0.5, 1.2, -2.9], [-0.7, -0.4, 1.8], [1.1, -0.6, -0.1], [-0.2, 1.0, -0.3]]
}

***

2.
{
  "formula": "C20H18N2O",
  "method": "ωB97M-V with the def2-TZVPD basis set",
  "e_above_lowest_ev": 0.000,
  "homo_ev": -8.7,
  "fmax_ev_per_a": 0.56,
  "smiles": "Cc1ccc(NC(=O)C(c2ccccc2)c2ccccc2)nc1",
  "total_energy_ev": -26060.94230,
  "total_charge": 0,
  "gap_ev": 9.45,
  "symbols": ["C", "C", "C", "N", "C", "C", "C", "H", "H", "N", "C", "O", "C", "C", "C", "C", "C", "C", "C", "H", "H", "H", "H", "H", "C", "C", "C", "C", "C", "C", "H", "H", "H", "H", "H", "H", "H", "H", "H", "H", "H"],
  "positions_angstrom": [[0.9702, -3.3714, 5.7770], [0.8359, -2.6647, 4.4651], [1.4718, -3.1409, 3.3240], [1.3825, -2.5698, 2.1380], [0.6429, -1.4713, 2.0146], [-0.0391, -0.8986, 3.0851], [0.0676, -1.5139, 4.3184], [-0.4482, -1.0967, 5.1718], [-0.6249, -0.0070, 2.9447], [0.6337, -0.9705, 0.7152], [-0.0173, 0.1217, 0.2215], [-0.7145, 0.8454, 0.8963], [0.2196, 0.3199, -1.2734], [0.7438, 1.7097, -1.5750], [0.1064, 2.8506, -1.1068], [0.6009, 4.1045, -1.4187], [1.7289, 4.2356, -2.2101], [2.3670, 3.1025, -2.6830], [1.8782, 1.8481, -2.3648], [2.3860, 0.9692, -2.7381], [3.2489, 3.1935, -3.3004], [2.1103, 5.2156, -2.4562], [0.1000, 4.9844, -1.0426], [-0.7644, 2.7585, -0.4795], [-1.0521, 0.0765, -2.0639], [-2.2865, 0.5507, -1.6421], [-3.4172, 0.3364, -2.4106], [-3.3288, -0.3485, -3.6100], [-2.1012, -0.8249, -4.0360], [-0.9712, -0.6143, -3.2668], [-0.0162, -0.9888, -3.6087], [-2.0218, -1.3630, -4.9693], [-4.2121, -0.5125, -4.2094], [-4.3725, 0.7075, -2.0695], [-2.3691, 1.0720, -0.7018], [0.9698, -0.4012, -1.6147], [1.1935, -1.5390, 0.0929], [2.0885, -4.0302, 3.3622], [2.0145, -3.5965, 5.9857], [0.4246, -4.3148, 5.7530], [0.5716, -2.7641, 6.5858]],
  "atomic_forces_ev_per_a": [[0.0, -0.1, -0.1], [-0.1, 0.2, 0.0], [-0.1, 0.1, 0.2], [0.0, 0.1, -0.4], [-0.1, -0.1, 0.5], [-0.1, 0.1, -0.1], [0.2, -0.3, -0.2], [0.0, 0.0, 0.1], [0.0, 0.0, 0.0], [0.2, -0.1, -0.3], [0.3, -0.4, -0.2], [-0.2, 0.2, 0.2], [-0.2, 0.2, 0.0], [0.3, 0.0, 0.0], [0.0, 0.1, 0.0], [0.0, 0.0, 0.0], [0.1, 0.1, 0.0], [0.1, 0.1, -0.1], [0.0, 0.0, 0.0], [0.0, -0.1, 0.0], [0.1, 0.0, 0.0], [0.0, 0.1, 0.0], [0.0, 0.1, 0.0], [-0.1, 0.0, 0.0], [0.0, -0.2, 0.0], [-0.1, 0.0, 0.1], [0.0, 0.0, 0.0], [-0.1, 0.0, -0.1], [0.0, 0.0, -0.1], [0.0, 0.0, 0.0], [0.1, 0.0, 0.0], [0.0, 0.0, -0.1], [-0.1, 0.0, 0.0], [-0.1, 0.0, 0.0], [0.0, 0.1, 0.1], [-0.1, 0.1, 0.0], [-0.1, 0.2, 0.0], [0.1, -0.1, 0.1], [0.0, 0.0, 0.1], [0.0, -0.1, 0.1], [0.0, 0.0, 0.1]]
}

***

3.
{
  "formula": "C20H18N3O4V",
  "method": "ωB97M-V with the def2-TZVPD basis set",
  "homo_ev": [-11.8, -11.8],
  "fmax_ev_per_a": 0.59,
  "spin_multiplicity": 2,
  "total_energy_ev": -59377.85982,
  "total_charge": 1,
  "s_squared": 0.76,
  "gap_ev": [7.10, 7.71],
  "symbols": ["V", "O", "C", "C", "C", "C", "C", "C", "C", "N", "C", "C", "N", "C", "C", "C", "C", "C", "C", "C", "O", "H", "H", "H", "H", "H", "H", "H", "H", "H", "H", "H", "H", "H", "H", "O", "C", "C", "C", "C", "O", "N", "H", "H", "H", "H"],
  "positions_angstrom": [[-0.4559, -0.1062, -0.2460], [-0.0904, 0.5150, -1.8908], [-0.1798, 1.6821, -2.5370], [0.0236, 1.7074, -3.9125], [-0.0704, 2.9091, -4.5909], [-0.3709, 4.0958, -3.9227], [-0.5748, 4.0718, -2.5617], [-0.4791, 2.8684, -1.8478], [-0.7070, 2.8794, -0.4314], [-0.6438, 1.8617, 0.3516], [-0.9451, 2.0590, 1.7797], [-1.6621, 0.8185, 2.2914], [-0.8761, -0.3131, 1.8017], [-0.3916, -1.1721, 2.6212], [0.5879, -2.1561, 2.2517], [0.9437, -3.1799, 3.1408], [1.9520, -4.0588, 2.8205], [2.6443, -3.9073, 1.6166], [2.3327, -2.8923, 0.7345], [1.2948, -2.0190, 1.0463], [1.0065, -1.0218, 0.2006], [0.2569, 0.7839, -4.4235], [0.0918, 2.9253, -5.6607], [-0.4435, 5.0249, -4.4696], [-0.8109, 4.9843, -2.0278], [-0.9626, 3.8462, 0.0033], [0.0010, 2.1799, 2.3127], [-1.5518, 2.9533, 1.9241], [-1.7190, 0.8249, 3.3811], [-2.6674, 0.7739, 1.8756], [-0.6923, -1.1341, 3.6695], [0.4111, -3.2722, 4.0795], [2.2160, -4.8569, 3.4997], [3.4441, -4.5936, 1.3717], [2.8677, -2.7602, -0.1952], [-1.2508, -1.9362, -1.0609], [-2.3873, -1.4150, -1.0404], [-3.7019, -1.8862, -1.5817], [-4.6141, -0.6828, -1.2956], [-3.7322, 0.3388, -0.5758], [-4.0441, 1.4286, -0.1790], [-2.4519, -0.2078, -0.4726], [-4.0025, -2.8003, -1.0693], [-3.5978, -2.1265, -2.6392], [-5.4632, -0.9212, -0.6576], [-5.0090, -0.2212, -2.1997]],
  "atomic_forces_ev_per_a": [[0.3, -0.3, 0.4], [-0.1, 0.0, -0.3], [0.0, -0.1, 0.1], [0.0, 0.1, 0.0], [0.0, -0.1, 0.0], [0.0, 0.0, 0.0], [0.0, 0.0, 0.0], [0.0, 0.0, 0.0], [0.0, 0.0, 0.0], [0.0, -0.2, 0.0], [0.0, 0.0, 0.0], [0.0, 0.0, 0.0], [0.0, 0.0, 0.0], [0.0, 0.0, 0.0], [0.1, 0.0, 0.0], [0.0, 0.0, 0.0], [0.0, 0.0, 0.0], [0.0, 0.0, 0.0], [0.0, 0.0, 0.0], [0.0, 0.0, 0.0], [-0.1, 0.3, -0.1], [0.0, 0.0, 0.0], [0.0, 0.0, 0.0], [0.0, 0.0, 0.0], [0.0, 0.0, 0.0], [0.0, 0.0, 0.0], [0.0, 0.0, 0.0], [0.0, 0.0, 0.0], [0.0, 0.0, 0.0], [0.0, 0.0, 0.0], [0.0, 0.0, 0.0], [0.0, 0.0, 0.0], [0.0, 0.0, 0.0], [0.0, 0.0, 0.0], [0.0, 0.0, 0.0], [0.1, 0.1, 0.0], [0.0, 0.0, 0.0], [0.0, 0.0, 0.0], [0.0, 0.0, 0.1], [0.0, 0.1, -0.2], [0.0, 0.0, 0.1], [-0.1, 0.0, 0.0], [0.0, 0.0, 0.0], [0.0, 0.0, 0.0], [0.0, 0.0, 0.0], [0.0, 0.0, 0.0]]
}

***

4.
{
  "formula": "C20H18N4O4S2",
  "method": "ωB97M-V with the def2-TZVPD basis set",
  "e_above_lowest_ev": 2.610,
  "homo_ev": -9.3,
  "fmax_ev_per_a": 7.58,
  "smiles": "O=C1N[C@H](c2ccccc2)C(=O)N1SCCS[C@@H]1NC(=O)N(c2ccccc2)C1=O",
  "total_energy_ev": -56851.83344,
  "total_charge": 0,
  "gap_ev": 9.44,
  "symbols": ["O", "O", "O", "O", "S", "S", "C", "C", "C", "C", "C", "C", "C", "C", "C", "C", "C", "C", "C", "C", "C", "C", "N", "N", "N", "N", "C", "C", "C", "C", "H", "H", "H", "H", "H", "H", "H", "H", "H", "H", "H", "H", "H", "H", "H", "H", "H", "H"],
  "positions_angstrom": [[3.0846, 0.0339, -3.9123], [-2.4750, 0.0315, -1.8843], [1.8687, 1.6914, 0.1880], [-0.9427, 2.3297, 1.6614], [-2.5996, 2.8839, -0.9282], [1.4486, 3.8138, -2.4971], [2.9525, 0.6593, -2.8220], [-1.8946, 0.2833, -0.8389], [2.3207, 1.5878, -0.9555], [-1.2870, 1.3787, 0.8952], [1.3753, -3.5475, -0.2933], [-2.8375, -2.4362, 4.2534], [0.9402, -3.1055, -1.5311], [2.0187, -2.6508, 0.5434], [-2.5177, -3.0403, 3.0403], [-2.6070, -1.0251, 4.3886], [1.3202, -1.8772, -2.0479], [2.3238, -1.3786, 0.1024], [-1.8616, -2.2243, 2.0968], [-2.0746, -0.2052, 3.3631], [1.9856, -0.9554, -1.1775], [-1.5534, -0.8921, 2.2709], [-2.0861, 1.4326, -0.2057], [2.2105, 0.3420, -1.6375], [3.3369, 1.9311, -2.8327], [-1.2430, -0.7193, -0.1390], [2.8063, 2.7592, -1.7707], [-0.8482, -0.1602, 1.1738], [-1.2614, 3.4697, -1.9886], [0.0691, 3.8276, -1.2502], [0.9993, -4.5190, 0.0912], [-3.2305, -2.9974, 5.0782], [0.4056, -3.7559, -2.1811], [2.2034, -3.0872, 1.5667], [-2.5630, -4.1209, 2.7685], [-2.7928, -0.6636, 5.3905], [0.9667, -1.5944, -3.0466], [2.6361, -0.6725, 0.9023], [-1.5317, -2.7130, 1.1955], [-1.9601, 0.9574, 3.3437], [3.2878, 2.3155, -3.7080], [-1.5909, -1.7034, -0.1589], [3.5453, 3.2393, -1.2113], [0.2584, -0.1220, 1.2333], [-1.0688, 2.7848, -2.8609], [-1.6614, 4.3565, -2.4272], [-0.0419, 4.8337, -0.8972], [0.1661, 3.2241, -0.3436]],
  "atomic_forces_ev_per_a": [[-0.5, 0.3, 3.8], [0.7, 0.4, -0.2], [1.1, 0.1, -1.5], [-1.4, -3.2, -3.1], [-0.7, 0.5, -0.1], [0.1, -0.5, 1.3], [-1.2, -3.3, -4.9], [-2.9, -5.7, -4.1], [-3.7, -1.1, 4.5], [2.1, 2.2, 5.8], [-1.2, -0.2, 0.4], [0.7, 1.5, -1.0], [1.1, 0.1, -0.6], [-0.1, -1.9, 0.9], [1.0, 0.4, -0.6], [-0.1, -0.8, 0.0], [-0.1, 1.1, 0.9], [0.0, 1.2, 1.5], [0.0, -1.2, 0.3], [0.4, 0.5, 0.8], [-1.0, -2.0, -0.4], [-1.0, 0.9, 0.1], [2.0, 2.4, 1.6], [3.0, 3.6, -2.0], [1.0, 1.9, 2.3], [0.5, 1.0, 0.9], [-1.4, -2.9, -1.2], [-0.1, 1.4, -2.1], [1.5, -1.6, -0.3], [-0.8, -0.3, -0.6], [0.6, 0.7, -0.3], [-0.1, -0.1, 0.3], [-0.5, -0.5, -0.3], [0.2, 1.3, -1.0], [-0.4, 1.0, 0.7], [-0.3, 0.6, -0.2], [0.4, 0.1, 0.5], [0.2, -0.3, -1.1], [0.2, -0.3, 0.0], [-0.2, -2.4, 0.7], [0.4, 0.9, -2.7], [0.3, 1.8, -0.7], [1.0, 1.3, 0.7], [-0.6, -0.1, 0.4], [-0.3, 0.3, 1.0], [-0.6, 0.7, -0.2], [0.2, 0.6, 0.2], [0.7, -0.2, -0.5]]
}